Record 1
Molecular formula: C12H30ClO8P2Zn
Method: DFT, wB97M-V/def2-TZVPD

Last column: Mulliken charge in e.
Positions of all 54 atoms, in Å:
Zn1 -6.8258 14.8442 12.2463  0.96
Cl1 -5.3792 15.0050 15.6514  -0.03
C1 -10.1401 17.6664 24.3398  -1.13
C2 -9.2140 16.5670 23.8610  -0.26
O1 -8.0633 17.0888 23.2082  -0.35
P1 -6.5177 16.7088 23.8595  0.76
O2 -6.2549 17.4391 25.0825  -0.68
O3 -6.5596 15.1340 23.7720  -0.25
C3 -5.3874 14.3843 23.7279  -0.27
C4 -4.9855 14.0052 22.2493  -1.08
O4 -5.6285 17.1735 22.5672  -0.14
C5 -5.0994 18.4410 22.4554  -0.40
C6 -4.9425 18.8302 20.9312  -1.09
H1 -10.8274 17.2776 25.0912  0.33
H2 -9.6281 18.6071 24.5423  0.30
H3 -10.7501 18.0055 23.5025  0.31
H4 -8.9115 15.9765 24.7258  0.29
H5 -9.5166 15.7860 23.1634  0.38
H6 -4.5686 15.0353 24.0344  0.27
H7 -5.4664 13.4786 24.3292  0.41
H8 -5.9125 13.9734 21.6767  0.30
H9 -4.4755 14.7303 21.6151  0.27
H10 -4.4371 13.0631 22.2482  0.37
H11 -5.5577 19.2011 23.0881  0.42
H12 -4.1470 18.6096 22.9580  0.35
H13 -5.1665 17.9465 20.3337  0.30
H14 -5.6381 19.5792 20.5530  0.30
H15 -3.9122 19.0023 20.6196  0.34
C7 1.0633 13.2785 7.4970  -1.04
C8 -0.4172 13.1931 7.2320  -0.19
O5 -1.2953 13.1527 8.3429  -0.44
P2 -1.3705 14.4247 9.3511  0.87
O6 -2.7022 14.5628 10.0425  -0.80
O7 -0.1235 14.1691 10.2991  -0.24
C9 -0.1674 14.0918 11.6840  -0.28
C10 -0.6544 12.6802 12.1200  -0.99
O8 -0.9513 15.6435 8.3636  -0.22
C11 -1.6921 16.8663 8.2141  -0.26
C12 -1.5801 17.7270 9.4622  -1.06
H16 1.4408 12.6303 8.2878  0.28
H17 1.6682 13.2742 6.5903  0.38
H18 1.3498 14.2741 7.8361  0.28
H19 -0.7537 14.0121 6.5962  0.25
H20 -0.5326 12.2985 6.6201  0.37
H21 0.8908 14.3187 11.8134  0.33
H22 -0.7243 14.9151 12.1315  0.28
H23 -1.7168 12.8059 11.9109  0.25
H24 -0.2360 11.9331 11.4455  0.28
H25 -0.4884 12.4633 13.1752  0.37
H26 -1.3108 17.3513 7.3155  0.34
H27 -2.6962 16.6246 7.8655  0.30
H28 -0.5540 17.8308 9.8149  0.30
H29 -1.7910 18.7911 9.3557  0.38
H30 -2.0987 17.2295 10.2818  0.25

Calculated values
**F_max**: 0.097 hartree/bohr
**Net charge**: +1
**HOMO**: -11.65 eV
**Energy relative to the best compared isomer or geometry (same formula, charge and spin)**: 157.75 kcal/mol

Record 2
Molecular formula: C12H30F9N2O3PSSi2
Method: DFT, wB97M-V/def2-TZVPD

Last column: Mulliken charge in e.
Positions of all 60 atoms, in Å:
C1 6.5914 -1.7552 3.2247  -0.90
N1 5.9766 -1.0423 2.0165  0.36
C2 4.8694 -1.8846 1.4530  -1.14
C3 3.7252 -1.0631 0.7102  -0.72
C4 3.1019 0.1081 1.6334  0.97
F1 3.3113 -0.3518 2.9698  -0.33
F2 3.8629 1.2559 1.3334  -0.27
C5 1.5683 0.2148 1.2354  0.59
F3 1.5358 0.2251 -0.1806  -0.24
F4 0.8288 -0.8973 1.6587  -0.22
S1 0.6712 1.7617 1.8072  1.14
F5 -0.2260 0.8186 2.8871  -0.31
F6 -0.5288 1.4806 0.6614  -0.25
F7 1.4784 2.7518 0.7435  -0.27
F8 1.7308 2.0470 3.0623  -0.32
F9 -0.2160 3.0854 2.3141  -0.28
C6 7.0912 -0.7772 1.0095  -0.56
P1 7.8281 0.9629 1.2112  0.85
O1 8.8389 1.0016 2.3675  -0.65
O2 8.5775 1.3880 -0.2642  -0.47
O3 6.6715 2.1475 1.5196  -0.49
H1 7.7132 -1.6164 3.2800  0.37
H2 6.1535 -1.2448 4.1532  0.34
H3 6.3424 -2.8568 3.2532  0.36
H4 5.6866 -0.1156 2.3643  0.27
H5 4.4029 -2.5976 2.2149  0.49
H6 5.3409 -2.5641 0.6602  0.39
H7 4.1664 -0.6282 -0.2508  0.27
H8 2.8811 -1.7829 0.4228  0.47
H9 6.6265 -0.8911 -0.0201  0.40
H10 7.9564 -1.5057 1.1289  0.43
H11 7.8177 1.6933 -0.8181  0.35
H12 6.5723 2.3147 2.4800  0.35
C7 -2.7458 -1.3456 -0.8061  -0.91
Si1 -4.4720 -0.5932 -0.9963  0.09
C8 -4.5423 0.9073 0.1356  -1.01
C9 -5.6998 -1.8730 -0.3704  -1.04
N2 -4.7055 -0.1936 -2.6555  -0.24
Si2 -6.1714 0.5180 -3.2209  0.16
C10 -6.5176 2.1964 -2.4464  -1.04
C11 -7.6717 -0.5841 -2.9542  -1.04
C12 -6.0139 0.7928 -5.0851  -1.02
H13 -2.5615 -1.6141 0.2398  0.22
H14 -2.6513 -2.2497 -1.4144  0.31
H15 -1.9777 -0.6326 -1.1185  0.14
H16 -4.1660 0.6482 1.1320  0.36
H17 -5.5637 1.2723 0.2591  0.30
H18 -3.9251 1.7198 -0.2555  0.25
H19 -5.7706 -2.7163 -1.0618  0.25
H20 -6.6954 -1.4457 -0.2371  0.30
H21 -5.3790 -2.2615 0.6028  0.35
H22 -6.8385 2.1032 -1.4071  0.31
H23 -7.3204 2.7059 -2.9909  0.36
H24 -5.6303 2.8332 -2.4832  0.24
H25 -7.4712 -1.6040 -3.2913  0.24
H26 -8.5270 -0.2035 -3.5234  0.36
H27 -7.9688 -0.6150 -1.9039  0.31
H28 -5.8506 -0.1553 -5.6023  0.25
H29 -5.1798 1.4625 -5.3075  0.24
H30 -6.9311 1.2451 -5.4796  0.27

Calculated values
**F_max**: 0.106 hartree/bohr
**HOMO**: -4.43 eV
**Energy relative to the best compared isomer or geometry (same formula, charge and spin)**: 0.00 kcal/mol

Record 3
Molecular formula: C12H30MgN4Te
Method: DFT, wB97M-V/def2-TZVPD

Last column: Mulliken charge in e.
Positions of all 48 atoms, in Å:
Mg1 -0.5417 0.4443 0.3023  1.94
C1 2.1924 -0.1826 -1.2396  0.10
C2 1.9590 1.2646 -1.6948  -0.92
N1 0.8288 1.9329 -0.8973  -0.32
C3 -0.1190 2.7145 -1.6782  -0.99
C4 -1.2500 1.8603 -2.3206  -0.67
N2 -1.8955 0.8487 -1.4259  -0.30
C5 -2.4519 -0.3086 -2.1925  -0.96
C6 -1.4561 -1.4345 -2.3057  -0.22
C7 -1.3501 -2.3245 -1.0600  -0.82
N3 -1.4527 -1.6259 0.2300  -0.29
C8 -0.5961 -2.2414 1.3036  -0.68
C9 0.8944 -2.1424 1.0417  -0.65
N4 1.2971 -0.7360 1.0391  -0.48
C10 2.4953 -0.4505 0.2115  -0.87
H1 2.9319 -0.6194 -1.9120  0.43
H2 1.2439 -0.6462 -1.4976  -0.38
H3 1.5789 1.1547 -2.7121  0.46
H4 2.8407 1.9410 -1.7364  0.38
H5 1.2444 2.5745 -0.2163  0.27
H6 0.3088 3.3163 -2.5330  0.33
H7 -0.6360 3.4494 -1.0194  0.42
H8 -0.8502 1.2953 -3.1421  0.43
H9 -1.9760 2.6029 -2.7476  0.38
H10 -2.6619 1.3412 -0.9486  0.38
H11 -2.7654 0.0401 -3.2053  0.40
H12 -3.3703 -0.7292 -1.6522  0.39
H13 -0.4810 -1.0803 -2.8095  0.20
H14 -1.7810 -2.2476 -3.0897  0.41
H15 -0.4331 -2.8317 -1.1487  0.22
H16 -2.2589 -2.9932 -1.1457  0.50
H17 -2.4119 -1.6666 0.5491  0.28
H18 -0.9318 -3.2544 1.4949  0.49
H19 -0.7115 -1.5610 2.2073  -0.07
H20 1.2319 -2.6057 0.0910  0.45
H21 1.5043 -2.7468 1.7995  0.44
H22 1.5347 -0.4555 1.9871  0.13
H23 3.2440 -1.3023 0.4240  0.41
H24 3.0386 0.4332 0.5479  0.43
C11 0.9384 2.0555 2.8551  -0.90
Te1 -1.1306 1.3778 2.9611  0.27
C12 -0.5213 -0.0080 4.5080  -0.95
H25 1.5363 1.1050 2.6758  0.16
H26 1.3777 2.5732 3.7552  0.42
H27 1.0359 2.7233 1.9865  0.30
H28 -0.2870 -0.9657 4.0915  0.30
H29 -1.3770 -0.1697 5.1896  0.43
H30 0.4403 0.2810 5.0792  0.36

Calculated values
**F_max**: 0.058 hartree/bohr
**Net charge**: +2
**HOMO**: -15.44 eV